Entry 1:
9 unconnected molecules or ions with the total composition C21H47Cl3N3O29PS7. Source: the OMol25 dataset; level of theory: the ωB97M-V functional and the def2-TZVPD basis.

Values from the calculation:
LUMO: -0.43 eV
gap between HOMO and LUMO: 8.01 eV
structure (SMILES): CN(C)P(=O)(N(C)C)N(C)C.O=S1(=O)OCCO1.O=S1(=O)OCCO1.O=S1(=O)OCCO1.O=S1(=O)OCCO1.O=S1(=O)OCCO1.O=S1(=O)OCCO1.O=S1(=O)OCCO1.ClC(Cl)Cl

Geometry as ORCA input:
```
! wB97M-V def2-TZVPD RIJCOSX def2/J DEFGRID3
* xyz 0 1
O -22.169 4.337 7.555
P -22.676 4.742 6.198
N -23.897 5.974 6.185
C -24.397 6.507 4.895
C -24.820 6.142 7.296
N -23.427 3.404 5.310
C -23.870 2.180 5.990
C -23.880 3.518 3.884
N -21.430 5.302 5.188
C -20.344 4.388 4.931
C -20.930 6.732 5.317
H -24.416 7.593 4.992
H -25.379 6.087 4.676
H -23.683 6.360 4.085
H -25.745 6.577 6.919
H -24.477 6.837 8.062
H -25.025 5.186 7.778
H -24.866 2.336 6.405
H -23.861 1.276 5.380
H -23.223 2.037 6.855
H -23.569 2.575 3.435
H -24.969 3.546 3.916
H -23.470 4.394 3.382
H -19.671 4.444 5.787
H -20.666 3.368 4.719
H -19.802 4.736 4.052
H -21.765 7.408 5.502
H -20.454 6.929 4.357
H -20.151 6.771 6.079
C -18.263 5.705 0.296
C -17.826 4.801 1.529
O -16.831 3.965 0.867
S -17.293 3.595 -0.615
O -18.236 2.475 -0.669
O -16.212 3.463 -1.573
O -18.194 4.932 -0.886
H -17.450 6.427 0.215
H -19.197 6.249 0.436
H -18.707 4.205 1.767
H -17.491 5.252 2.463
C -24.547 0.269 -1.590
C -24.736 1.594 -2.470
O -23.495 1.668 -3.170
S -23.172 0.186 -3.765
O -21.736 -0.167 -3.915
O -24.043 -0.207 -4.826
O -23.633 -0.443 -2.297
H -25.484 -0.269 -1.449
H -24.223 0.593 -0.602
H -25.065 2.458 -1.893
H -25.536 1.464 -3.199
C -29.837 7.780 -0.498
C -29.636 7.742 1.037
O -28.299 8.152 1.204
S -27.316 8.222 -0.116
O -26.110 7.403 -0.053
O -27.085 9.658 -0.411
O -28.519 7.555 -1.066
H -30.196 8.736 -0.880
H -30.507 6.973 -0.795
H -29.662 6.747 1.481
H -30.308 8.394 1.595
C -20.024 3.300 -4.014
C -20.771 4.367 -3.242
O -20.314 5.693 -3.508
S -19.142 5.591 -4.701
O -18.017 6.505 -4.437
O -19.727 5.600 -6.023
O -18.872 3.963 -4.420
H -20.521 3.064 -4.955
H -19.779 2.349 -3.542
H -20.449 4.187 -2.216
H -21.841 4.209 -3.380
C -21.602 11.747 1.016
C -23.104 11.522 1.288
O -23.190 10.235 1.910
S -21.979 9.284 1.391
O -22.315 8.730 0.093
O -21.496 8.370 2.453
O -20.962 10.524 1.267
H -21.149 12.535 1.618
H -21.376 12.067 -0.001
H -23.806 11.541 0.454
H -23.530 12.253 1.975
C -19.963 -1.025 0.377
C -21.243 -0.859 -0.316
O -21.742 -2.165 -0.442
S -20.472 -3.271 -0.931
O -20.344 -3.143 -2.391
O -20.578 -4.597 -0.254
O -19.401 -2.258 -0.163
H -20.172 -1.196 1.433
H -19.266 -0.196 0.257
H -21.084 -0.498 -1.333
H -21.825 -0.045 0.116
C -24.528 4.255 0.608
C -23.580 5.435 0.567
O -22.485 4.897 -0.083
S -22.148 3.349 0.548
O -21.423 3.516 1.803
O -21.598 2.552 -0.535
O -23.740 3.081 0.831
H -25.102 4.141 -0.312
H -25.235 4.300 1.436
H -23.296 5.708 1.584
H -23.992 6.369 0.188
C -24.134 7.430 -3.278
Cl -25.271 8.770 -3.399
Cl -23.095 7.368 -4.776
Cl -25.188 5.980 -3.138
H -23.571 7.629 -2.366
*
```

=====

Entry 2:
C4H6N4OS2 in the gas phase. Source: the OMol25 dataset; level of theory: the ωB97M-V functional and the def2-TZVPD basis.

Values from the calculation:
LUMO: 0.05 eV
gap between HOMO and LUMO: 6.82 eV
energy above the lowest of the compared OMol25 structures with the same formula, charge and spin: 41.9 kcal per mole

Geometry as ORCA input:
```
! wB97M-V def2-TZVPD RIJCOSX def2/J DEFGRID3
* xyz 0 1
C 1.943 2.315 0.725
C 0.554 1.874 -1.079
C 0.561 0.089 0.619
C -0.982 -1.494 -0.465
N 1.322 2.425 -0.327
N -0.548 1.912 -1.785
N -1.636 -2.618 -0.122
N -0.131 -0.993 0.618
O -0.955 -0.992 -1.538
S 1.721 0.738 1.656
S 0.061 -2.129 2.126
H 2.874 2.877 0.923
H -0.426 1.319 -2.627
H -1.503 2.034 -1.383
H -1.466 -3.081 0.738
H -2.363 -2.968 -0.804
H 0.976 -1.308 2.727
*
```

=====

Entry 3:
A molecular structure, C55H41N11O2P2SSe2V. Source: the OMol25 dataset; level of theory: the ωB97M-V functional and the def2-TZVPD basis.

Values from the calculation:
⟨S²⟩: 0.89
LUMO (spin up / spin down): -1.66 / -0.67 eV
gap between HOMO and LUMO (spin up / spin down): 4.97 / 5.96 eV
energy above the lowest of the compared OMol25 structures with the same formula, charge and spin: 30.7 kcal per mole

Geometry as ORCA input:
```
! wB97M-V def2-TZVPD RIJCOSX def2/J DEFGRID3
* xyz 0 2
V -0.314 -0.395 1.069
C -3.545 -2.803 1.642
C -2.682 -2.717 2.866
C -2.951 -3.626 3.917
C -2.237 -3.550 5.071
C -1.255 -2.548 5.216
C -0.528 -2.381 6.412
C 0.360 -1.350 6.535
C 0.565 -0.465 5.470
C -0.091 -0.631 4.270
S 0.237 0.484 2.977
C -1.041 -1.677 4.116
N -1.744 -1.796 2.954
H -4.577 -2.569 1.915
H -3.530 -3.811 1.224
H -3.218 -2.088 0.902
H -3.732 -4.364 3.787
H -2.418 -4.232 5.893
H -0.699 -3.067 7.233
H 0.908 -1.201 7.456
H 1.231 0.380 5.578
Se 2.267 2.430 -4.422
P 3.339 1.040 -3.278
C 3.629 -0.546 -4.128
C 4.265 -1.604 -3.475
C 4.414 -2.817 -4.127
C 3.934 -2.980 -5.420
C 3.312 -1.926 -6.071
C 3.159 -0.707 -5.426
C 4.945 1.654 -2.703
C 4.927 2.735 -1.826
C 6.119 3.252 -1.349
C 7.325 2.692 -1.751
C 7.342 1.627 -2.637
C 6.151 1.106 -3.122
C 2.544 0.557 -1.729
C 1.321 0.841 -1.136
N 1.263 0.053 -0.024
N 2.393 -0.644 0.061
N 3.166 -0.349 -0.936
P -0.051 1.958 -1.423
Se -1.295 1.786 0.369
C -0.788 1.365 -2.977
C -1.361 2.156 -3.965
C -1.872 1.566 -5.110
C -1.857 0.188 -5.259
C -1.358 -0.610 -4.240
C -0.822 -0.024 -3.107
C 0.682 3.620 -1.439
C 0.482 4.621 -2.380
C 1.034 5.876 -2.177
C 1.791 6.138 -1.046
C 2.004 5.136 -0.109
C 1.441 3.886 -0.297
H 4.617 -1.474 -2.462
H 4.905 -3.640 -3.623
H 4.047 -3.934 -5.921
H 2.943 -2.053 -7.080
H 2.670 0.125 -5.917
H 3.978 3.166 -1.526
H 6.109 4.088 -0.663
H 8.257 3.093 -1.373
H 8.284 1.195 -2.950
H 6.155 0.276 -3.816
H -1.412 3.229 -3.858
H -2.278 2.189 -5.896
H -2.239 -0.265 -6.165
H -1.377 -1.689 -4.326
H -0.417 -0.648 -2.321
H -0.069 4.435 -3.288
H 0.871 6.654 -2.910
H 2.211 7.123 -0.890
H 2.599 5.331 0.773
H 1.581 3.113 0.451
O -1.067 -1.466 0.051
C -1.167 -2.689 -0.448
C -2.132 -3.009 -1.403
C -2.187 -4.277 -1.945
C -1.280 -5.252 -1.546
C -0.337 -4.952 -0.582
C -0.268 -3.680 -0.014
C 0.714 -3.322 0.996
N 0.803 -2.160 1.632
C 1.903 -2.231 2.446
C 2.479 -3.452 2.321
N 1.721 -4.131 1.401
H -2.832 -2.240 -1.707
H -2.947 -4.519 -2.677
H -1.304 -6.239 -1.986
H 0.357 -5.720 -0.265
H 2.217 -1.402 3.053
H 3.351 -3.877 2.782
H 1.882 -5.071 1.092
N -8.939 0.131 2.060
C -7.805 0.229 1.904
C -6.389 0.303 1.703
C -5.518 0.328 2.789
C -4.155 0.310 2.535
N -3.649 0.297 1.306
C -4.486 0.328 0.276
C -5.864 0.315 0.412
H -5.899 0.356 3.800
H -3.435 0.296 3.343
H -4.021 0.348 -0.706
H -6.518 0.322 -0.448
N -3.599 3.902 2.766
C -2.639 3.174 3.422
O -2.040 2.254 2.837
C -2.411 3.487 4.801
C -3.165 4.472 5.459
N -3.828 5.281 5.956
C -1.401 2.799 5.496
N -0.564 2.234 6.064
H -3.657 3.786 1.770
H -3.944 4.757 3.170
*
```

=====

Entry 4:
A molecular structure, C8H11BrFHfOS. Source: the OMol25 dataset; level of theory: the ωB97M-V functional and the def2-TZVPD basis.

Values from the calculation:
LUMO: -15.24 eV
gap between HOMO and LUMO: 1.87 eV
energy above the lowest of the compared OMol25 structures with the same formula, charge and spin: 0.0 kcal per mole

Geometry as ORCA input:
```
! wB97M-V def2-TZVPD RIJCOSX def2/J DEFGRID3
* xyz 3 1
Hf -3.754 1.570 -0.519
Br -1.265 0.258 -0.701
F 5.711 2.132 -0.368
C 4.737 1.733 -1.105
C 5.054 1.345 -2.426
C 4.074 0.815 -3.258
C 2.789 0.701 -2.707
C 2.488 1.062 -1.344
C 3.478 1.594 -0.556
H 6.056 1.471 -2.823
H 4.139 0.613 -4.318
H 2.074 0.115 -3.274
H 1.493 0.926 -0.932
H 3.262 1.854 0.471
C -5.284 -1.373 3.018
S -4.385 -1.576 1.420
O -4.128 -0.182 0.834
C -2.789 -2.219 2.101
H -5.396 -2.316 3.548
H -6.282 -0.967 2.850
H -4.709 -0.604 3.534
H -2.584 -1.986 3.145
H -1.993 -1.694 1.571
H -2.783 -3.273 1.838
*
```

=====

Entry 5:
2 unconnected molecules or ions with the total composition C4H11NO2. Source: the OMol25 dataset; level of theory: the ωB97M-V functional and the def2-TZVPD basis.

Values from the calculation:
LUMO: 0.58 eV
gap between HOMO and LUMO: 9.32 eV
structure (SMILES): CC(=O)O.CCN
energy above the lowest of the compared OMol25 structures with the same formula, charge and spin: 17.0 kcal per mole

Geometry as ORCA input:
```
! wB97M-V def2-TZVPD RIJCOSX def2/J DEFGRID3
* xyz 0 1
C 2.610 0.419 1.715
C 1.961 0.868 0.439
O 1.774 2.191 0.355
O 1.495 0.106 -0.371
H 3.701 0.451 1.592
H 2.406 -0.639 1.855
H 2.329 1.128 2.493
C -1.596 -0.708 -1.286
C -2.759 -0.162 -0.451
N -0.890 -1.771 -0.574
H -2.056 -1.159 -2.174
H -0.938 0.102 -1.629
H -2.351 0.612 0.210
H -3.310 -0.930 0.065
H 0.041 -1.883 -0.939
H -0.753 -1.539 0.406
H 1.711 2.481 -0.569
H -3.375 0.433 -1.140
*
```

=====

Entry 6:
2 unconnected molecules or ions with the total composition C8H10O2. Source: the OMol25 dataset; level of theory: the ωB97M-V functional and the def2-TZVPD basis.

Values from the calculation:
LUMO: 0.59 eV
gap between HOMO and LUMO: 8.97 eV
structure (SMILES): Oc1ccccc1.CC=O
energy above the lowest of the compared OMol25 structures with the same formula, charge and spin: 19.7 kcal per mole

Geometry as ORCA input:
```
! wB97M-V def2-TZVPD RIJCOSX def2/J DEFGRID3
* xyz 0 1
O 2.274 -1.251 -1.375
C 1.730 -0.938 -2.416
C 0.785 0.229 -2.536
H 1.923 -1.527 -3.345
H 1.309 1.157 -2.249
H -0.069 0.081 -1.853
H 0.398 0.347 -3.562
O 1.656 0.654 0.478
C -2.169 -0.058 1.963
C -1.510 1.148 2.206
C -1.536 -1.045 1.209
C -0.231 1.371 1.702
C -0.255 -0.830 0.701
C 0.397 0.379 0.948
H 1.975 -0.129 -0.033
H -3.178 -0.229 2.362
H -1.999 1.933 2.799
H -2.042 -1.999 1.010
H 0.300 2.315 1.885
H 0.242 -1.608 0.107
*
```

=====

Entry 7:
2 unconnected molecules or ions with the total composition C8H5IN2O4. Source: the OMol25 dataset; level of theory: the ωB97M-V functional and the def2-TZVPD basis.

Values from the calculation:
LUMO: -0.82 eV
gap between HOMO and LUMO: 8.64 eV
structure (SMILES): O=C(c1ccccc1)[N+](=O)[O-].[O-][N+]#CI

Geometry as ORCA input:
```
! wB97M-V def2-TZVPD RIJCOSX def2/J DEFGRID3
* xyz 0 1
C 2.259 -1.623 -0.011
C 2.062 -0.848 1.123
C 1.548 -1.361 -1.173
C 1.156 0.192 1.097
C 0.635 -0.324 -1.210
C 0.432 0.463 -0.073
C -0.503 1.582 -0.041
C -2.409 -0.458 0.882
N -1.236 1.806 -1.369
N -2.942 0.192 1.694
O -0.757 2.636 -2.099
O -2.229 1.145 -1.569
O -3.187 0.985 2.533
O -0.729 2.339 0.853
I -2.479 -1.959 -0.456
H 2.973 -2.434 0.006
H 2.621 -1.051 2.025
H 1.705 -1.967 -2.051
H 0.989 0.814 1.962
H 0.092 -0.130 -2.124
*
```

=====

Entry 8:
2 unconnected molecules or ions with the total composition C2H3ClN2. Source: the OMol25 dataset; level of theory: the ωB97M-V functional and the def2-TZVPD basis.

Values from the calculation:
LUMO (spin up / spin down): -1.36 / -1.25 eV
gap between HOMO and LUMO (spin up / spin down): 7.52 / 10.48 eV
energy above the lowest of the compared OMol25 structures with the same formula, charge and spin: 105.8 kcal per mole

Geometry as ORCA input:
```
! wB97M-V def2-TZVPD RIJCOSX def2/J DEFGRID3
* xyz 0 1
C 2.014 1.032 -0.110
C 1.150 0.005 -0.354
N 2.762 1.864 0.155
N -2.127 -0.413 0.417
Cl 1.524 -1.551 -0.275
H 0.082 0.358 -0.157
H -2.523 -0.218 -0.484
H -2.882 -1.079 0.808
*
```

=====

Computed max |F|, in the same sequence as the records: 4.61 4.84 4.17 6.12 2.06 0.77 1.59 4.73 eV/Å.